1.
C21H26N4O4 | the ωB97M-V functional and the def2-TZVPD basis

```
55
C21H26N4O4 | OMol25 | the ωB97M-V functional and the def2-TZVPD basis
C 2.43851 -0.97728 2.27596
H 3.13814 -0.78999 3.09645
O 3.11186 -1.22127 1.06620
C 3.78145 -0.18124 0.46065
C 4.01497 1.03381 1.08886
C 4.71443 2.06304 0.47155
C 5.18626 1.86236 -0.81473
C 4.95001 0.66524 -1.46119
C 4.24975 -0.36724 -0.85046
O 4.11816 -1.49300 -1.62613
C 3.22028 -2.51563 -1.28449
C 1.81837 -2.04836 -1.05880
C 0.74980 -2.65102 -0.45522
C -0.27611 -1.67723 -0.52538
N 0.16844 -0.60200 -1.13682
O 1.45948 -0.82922 -1.47389
C -1.65364 -1.93771 -0.01970
O -2.05145 -3.09375 -0.04218
N -2.38999 -0.93043 0.49461
C -2.00764 0.47007 0.48327
C -2.98348 1.33089 -0.24667
N -3.76015 2.21671 0.33187
C -4.48344 2.78972 -0.66252
C -4.13772 2.23613 -1.86114
N -3.17333 1.30752 -1.59166
C -2.53741 0.44896 -2.55033
H -1.48180 0.32923 -2.30380
H -2.63339 0.88630 -3.54304
H -3.00656 -0.53861 -2.55310
H -4.48472 2.42181 -2.85680
H -5.20041 3.55677 -0.45102
H -1.95144 0.84630 1.50856
H -1.02708 0.55740 0.01315
C -3.67229 -1.31070 1.09846
C -4.00210 -0.47528 2.32873
H -3.19106 -0.51366 3.05267
H -4.19854 0.55935 2.05921
H -4.89320 -0.88507 2.79722
C -4.80545 -1.25548 0.07333
H -4.53907 -1.83561 -0.80704
H -5.02157 -0.23119 -0.21711
H -5.70532 -1.68545 0.50515
H -3.54366 -2.35833 1.39712
H 0.68227 -3.62390 -0.02005
H 3.24403 -3.19690 -2.14430
H 3.55002 -3.06677 -0.39418
H 5.30251 0.49781 -2.46631
H 5.73447 2.64268 -1.32004
C 4.93652 3.35394 1.20038
H 5.57652 4.01659 0.62440
H 5.40228 3.17321 2.16798
H 3.98677 3.85824 1.37654
H 3.65610 1.19223 2.09381
H 1.87743 -1.88768 2.48474
H 1.74315 -0.13632 2.18726
```

The structure (SMILES) is COc1cc(C)ccc1OCc1cc(C(=O)N(Cc2nccn2C)C(C)C)no1. The value obtained for the HOMO-LUMO gap is 8.8 eV. The calculation puts the energy relative to the best compared isomer or geometry (same formula, charge and spin) at 453.1 kJ/mol.


2.
C8H14F9N2S2 | the ωB97M-V functional and the def2-TZVPD basis

```
35
C8H14F9N2S2 | OMol25 | the ωB97M-V functional and the def2-TZVPD basis
N 2.47396 -2.10240 2.76439
S 0.82351 -1.71440 2.23217
C 0.99393 0.04688 1.51065
C 0.78169 0.10353 -0.11432
C 2.04798 -0.45600 -1.00450
F 2.92150 -1.43284 -0.24998
F 1.39932 -1.34857 -2.04699
C 2.85654 0.64549 -1.87608
F 3.83702 -0.09352 -2.75664
F 1.86799 1.25104 -2.83858
S 3.74175 2.00710 -1.01173
F 2.33140 2.83800 -0.51506
F 3.95306 1.18511 0.46362
F 5.25185 1.29491 -1.53474
F 3.69970 2.91088 -2.50811
F 4.66158 3.29622 -0.35799
H 2.63850 -3.09354 2.44075
H 2.42941 -2.11398 3.81618
H 0.45477 -2.59774 1.19125
H 0.06776 0.63751 1.97977
H 1.94792 0.58424 1.91559
H 0.39619 1.17967 -0.45995
H -0.15505 -0.60842 -0.32630
C -4.37648 -1.19328 -1.04250
C -4.98011 -0.54807 0.20091
C -4.41977 0.84836 0.47824
C -2.91878 0.76406 0.70245
N -1.67354 0.69419 0.88842
H -3.29768 -1.34513 -0.93595
H -4.82653 -2.17568 -1.21739
H -4.55191 -0.57465 -1.93017
H -4.79686 -1.20047 1.06346
H -6.06611 -0.47942 0.07395
H -4.89315 1.27271 1.36986
H -4.62136 1.51823 -0.36467
```

The value obtained for the HOMO-LUMO gap is 9.9 eV. As for the charge: +1.


3.
C5H12O2 | the ωB97M-V functional and the def2-TZVPD basis

```
19
C5H12O2 | OMol25 | the ωB97M-V functional and the def2-TZVPD basis
C 2.27306 0.77148 1.06939
C 2.06608 -0.34831 0.04242
C -1.80937 -0.87371 -0.06748
O -2.33853 -2.07437 0.47421
C -0.40505 -0.62958 0.41914
C 0.64161 -0.81805 -0.37781
H 3.15559 0.47726 1.62798
H 2.18399 1.81167 0.79355
H 1.56076 0.54036 1.89792
H 2.63516 -0.19851 -0.88344
H 2.33790 -1.21926 0.65503
H -2.41253 0.02722 0.00480
H -1.77329 -0.99553 -1.17026
H -2.85407 -2.56164 -0.16944
H -0.35760 -0.42248 1.48669
H 0.37243 -1.13779 -1.38076
H -1.13605 3.23774 -1.23590
H -0.00557 2.52268 -1.87436
O -0.17356 3.22801 -1.25695
```

The structure (SMILES) is CC/C=C/CO.O. The value obtained for the HOMO-LUMO gap is 10.1 eV. The calculation puts the energy relative to the best compared isomer or geometry (same formula, charge and spin) at 231.5 kJ/mol.


4.
C2H8N3S | the ωB97M-V functional and the def2-TZVPD basis

```
14
C2H8N3S | OMol25 | the ωB97M-V functional and the def2-TZVPD basis
C -0.95016 -0.43823 0.12582
C 0.44963 0.92912 -1.34912
N 0.46944 0.47630 1.15497
N 0.81883 -0.25661 2.24036
N -0.52203 -0.22514 -1.31227
S 1.65547 0.45154 -0.11427
H -0.83842 -1.45107 0.62153
H -1.71696 0.24510 0.51041
H 0.93440 0.98933 -2.27243
H -0.05769 1.97265 -1.14957
H 1.01919 -1.22514 2.00672
H 0.27315 -0.17560 3.03983
H -0.07200 -1.17927 -1.63565
H -1.46286 -0.11298 -1.86634
```

The value obtained for the HOMO-LUMO gap is 9.0 eV. As for the charge: +1. The calculation puts the energy relative to the best compared isomer or geometry (same formula, charge and spin) at 374.6 kJ/mol.


5.
C61H48CaN8O3S | the ωB97M-V functional and the def2-TZVPD basis

```
122
C61H48CaN8O3S | OMol25 | the ωB97M-V functional and the def2-TZVPD basis
Ca -0.53368 -0.19413 -0.32461
C 1.97469 -5.74474 4.38818
C 2.63527 -4.72495 3.71468
C 1.96598 -3.96527 2.76360
C 0.62641 -4.21099 2.46334
C -0.02635 -5.23831 3.14587
C 0.63850 -5.99847 4.09976
C -0.06966 -3.38826 1.42924
C 0.38238 -3.54627 0.11502
C 1.37228 -4.53271 -0.31338
C 1.58141 -4.32622 -1.63399
C 0.70034 -3.23776 -2.02357
N -0.00407 -2.79701 -0.94956
C 0.50570 -2.63913 -3.29003
C -0.76997 -2.02707 -3.41603
C -1.95316 -2.58735 -2.76819
C -2.86023 -1.60402 -2.73733
C -2.21962 -0.44731 -3.35594
C -2.69165 0.85482 -3.14085
C -2.35650 2.00670 -3.98711
C -2.39534 3.31374 -3.48575
C -2.08895 4.40104 -4.29211
C -1.71404 4.21250 -5.61530
C -1.64623 2.91814 -6.12078
C -1.96476 1.83269 -5.32235
C -3.34995 0.99600 -1.87762
N -2.93954 0.22850 -0.84059
C -3.77050 0.49210 0.20460
C -3.61810 -0.03645 1.49555
C -4.50053 0.54307 2.55434
C -4.28756 1.85367 2.98672
C -5.09085 2.40700 3.97605
C -6.12040 1.66414 4.54418
C -6.34300 0.36247 4.11277
C -5.53709 -0.19209 3.12389
C -2.67332 -0.99746 1.90468
C -2.56408 -1.50885 3.25408
C -1.57998 -2.44285 3.23742
C -1.08954 -2.50800 1.87593
N -1.74600 -1.60745 1.10622
C -4.75180 1.47640 -0.19386
C -4.46870 1.81415 -1.48471
N -0.99370 -0.77506 -3.86758
C 1.57357 -2.48915 -4.28538
C 2.92951 -2.62514 -3.95225
C 3.92079 -2.51350 -4.91715
C 3.59539 -2.23176 -6.23719
C 2.25781 -2.05326 -6.57630
C 1.26483 -2.17976 -5.61887
H 2.49560 -6.33579 5.13236
H 3.67555 -4.51528 3.93521
H 2.47402 -3.16173 2.23912
H -1.06663 -5.43643 2.91420
H 0.11406 -6.79442 4.61617
H 1.82404 -5.28944 0.31193
H 2.21246 -4.89614 -2.30079
H -2.02949 -3.59280 -2.38421
H -3.85446 -1.61758 -2.32053
H -2.63110 3.46808 -2.43864
H -2.10979 5.39991 -3.87146
H -1.45432 5.06030 -6.23892
H -1.33104 2.75287 -7.14517
H -1.89798 0.82534 -5.71316
H -3.48399 2.41745 2.52000
H -4.91207 3.42389 4.30847
H -6.74540 2.09712 5.31727
H -7.14647 -0.22308 4.54646
H -5.70608 -1.20811 2.78568
H -3.15406 -1.19177 4.10067
H -1.21745 -3.02147 4.07312
H -5.54522 1.85988 0.43149
H -5.00877 2.49053 -2.13161
H 3.20469 -2.75554 -2.91333
H 4.96067 -2.61366 -4.62522
H 4.37127 -2.12728 -6.98654
H 1.98643 -1.80402 -7.59602
H 0.22643 -2.02827 -5.88756
C 5.17649 -2.60515 0.03596
C 5.29205 -1.15929 -0.44468
N 4.64099 -0.18581 0.41518
C 5.46966 0.56774 1.34857
C 5.58016 -0.06633 2.73443
C 3.27317 -0.02114 0.39287
S 2.34840 -0.90548 -0.70362
N 2.84256 0.89353 1.29340
C 1.58091 0.95926 1.70853
O 0.65123 0.14467 1.52400
C 1.27849 2.14629 2.60028
C 2.20552 3.15929 2.82993
C 1.88251 4.23529 3.64555
C 0.62889 4.30436 4.24646
C -0.29570 3.29074 4.02730
C 0.02894 2.21671 3.20901
H 5.75184 -3.26633 -0.62081
H 4.13037 -2.91735 0.00675
H 5.55287 -2.71675 1.05584
H 4.85264 -1.08201 -1.44088
H 6.34406 -0.87267 -0.51142
H 5.04373 1.56147 1.44901
H 6.46243 0.66338 0.90134
H 4.58266 -0.14679 3.17030
H 6.20201 0.54866 3.39348
H 6.02049 -1.06541 2.67847
H 3.17136 3.09261 2.34640
H 2.60746 5.02488 3.81161
H 0.37639 5.14570 4.88233
H -1.27713 3.33880 4.48805
H -0.68161 1.42520 3.01343
C -2.03340 5.11157 0.62983
N -1.06187 4.31513 -0.08905
C -0.12823 4.87978 -0.91715
C 0.74494 4.13536 -1.60347
C 0.65925 2.67187 -1.51339
O 1.37548 1.95069 -2.19605
N -0.26283 2.13965 -0.62667
C -1.08288 2.91723 0.10693
O -1.87565 2.48800 0.95293
H -1.75172 6.16264 0.55416
H -2.05502 4.81609 1.67722
H -3.03974 4.97618 0.22404
H -0.14931 5.96124 -0.97538
H 1.48029 4.57758 -2.25774
```

The value obtained for the HOMO-LUMO gap (spin up / spin down) is 5.0 / 5.1 eV. As for the charge: -2. The calculation puts the energy relative to the best compared isomer or geometry (same formula, charge and spin) at 119.3 kJ/mol.


6.
C28H28IrN10O4S3 | the ωB97M-V functional and the def2-TZVPD basis

```
74
C28H28IrN10O4S3 | OMol25 | the ωB97M-V functional and the def2-TZVPD basis
Ir -1.25397 -0.05022 -0.30914
N -1.48814 -0.70140 -4.57842
C -1.77640 -0.72004 -3.28852
N -0.96295 -0.30182 -2.35453
C 0.29999 0.22023 -2.71326
N 1.09457 0.72627 -1.83000
N 0.53615 0.67505 -0.56864
C 1.17913 1.02692 0.48362
C 0.43127 0.89688 1.74408
C 0.95788 1.21405 2.97850
C 0.18735 1.01328 4.11825
C -1.09433 0.51090 3.98702
C -1.57835 0.22699 2.71748
N -0.84181 0.42117 1.62779
C 0.67582 0.20662 -4.11724
C 1.93219 0.63741 -4.55950
C 2.21908 0.64221 -5.90471
C 1.26022 0.22104 -6.83247
C 0.02583 -0.22513 -6.41366
C -0.25510 -0.23848 -5.05161
H -2.17186 -1.03150 -5.24363
H -2.74664 -1.10060 -2.99395
H 2.21517 1.33633 0.41547
H 1.96391 1.60940 3.03409
H 0.58727 1.24642 5.09599
H -1.72493 0.34611 4.84878
H -2.57414 -0.16085 2.55416
H 2.66304 0.94989 -3.82697
H 3.19119 0.96874 -6.24683
H 1.48917 0.23271 -7.88925
H -0.71195 -0.56910 -7.12825
O -3.91034 1.97760 0.72701
C -4.17651 0.80900 0.46875
O -3.38604 -0.14489 0.11526
H -5.21104 0.48004 0.65145
S -1.91497 2.15506 -1.34431
C -1.37883 3.56942 -0.47349
N -2.00163 3.94547 0.61755
C -1.69541 5.20628 1.29910
C -1.19941 6.20638 0.26683
C -0.00595 5.61154 -0.46220
N -0.36938 4.27606 -0.96413
H -2.80308 3.36707 0.88507
H -0.93370 5.03318 2.06276
H -2.59827 5.55678 1.79237
H -0.91898 7.14246 0.74486
H -1.99964 6.40987 -0.44713
H 0.85160 5.52390 0.20708
H 0.28621 6.22878 -1.30886
H 0.06691 3.92190 -1.80081
N 3.15355 -4.66718 5.56174
C 2.88873 -4.20237 4.31813
C 2.92659 -2.82097 4.04605
C 2.68923 -2.35485 2.77681
C 2.40214 -3.25575 1.74831
C 2.33020 -4.62737 2.00741
C 2.56882 -5.09372 3.27744
S 2.10657 -2.67161 0.15460
O 2.86143 -1.48082 -0.08671
O 2.14133 -3.76337 -0.77867
N 0.50863 -2.12135 0.25007
C -0.49442 -2.88978 0.01189
S -0.53983 -4.61254 -0.33128
C -2.22015 -4.51485 -0.48185
C -2.68184 -3.21396 -0.31485
N -1.74951 -2.31660 -0.02626
H 3.44854 -4.04872 6.29437
H 3.19011 -5.65328 5.74426
H 3.16747 -2.13183 4.84647
H 2.75137 -1.29745 2.55445
H 2.12584 -5.31476 1.19757
H 2.53037 -6.15632 3.48254
H -2.81897 -5.39164 -0.67527
H -3.71639 -2.90427 -0.36908
```

Its spin multiplicity is 2. The value obtained for the HOMO-LUMO gap (spin up / spin down) is 6.4 / 5.1 eV. As for the charge: +2. The calculation puts the energy relative to the best compared isomer or geometry (same formula, charge and spin) at 189.0 kJ/mol.


7.
C4H8N2O3 | the ωB97M-V functional and the def2-TZVPD basis

```
17
C4H8N2O3 | OMol25 | the ωB97M-V functional and the def2-TZVPD basis
C -0.77609 -0.69798 -1.04122
C -2.00810 -0.47701 1.10092
N -0.80464 -0.51936 0.27827
C 0.51182 -0.43058 0.89081
C 1.35162 0.20969 -1.26836
N 1.66842 1.52534 -1.18405
O 0.60435 0.80534 1.48679
O 1.15522 -1.39566 1.22626
O 1.92160 -0.57465 -2.00038
H 1.46826 0.80871 1.92594
H 1.18016 2.11043 -0.52867
H 2.43294 1.90310 -1.73253
H -0.05452 -1.36160 -1.49795
H -1.71054 -0.50813 -1.56578
H -2.17201 -1.44373 1.58213
H -1.90571 0.29453 1.86407
H -2.86279 -0.24845 0.46373
```

The value obtained for the HOMO-LUMO gap (spin up / spin down) is 7.0 / 6.9 eV. The calculation puts the energy relative to the best compared isomer or geometry (same formula, charge and spin) at 425.0 kJ/mol.


8.
C46H46BFO10P3 | the ωB97M-V functional and the def2-TZVPD basis

```
107
C46H46BFO10P3 | OMol25 | the ωB97M-V functional and the def2-TZVPD basis
C -4.49374 1.84572 -1.05732
C -3.57973 1.24796 -0.54670
C -2.28411 0.94100 0.08861
O -1.22770 1.52921 -0.60308
P -0.52307 2.93996 0.16905
C 0.76459 3.14889 -1.20909
C 0.90902 2.01662 -2.23530
C -0.11477 2.08039 -3.33784
F -0.12168 0.89090 -4.08530
P 1.12451 1.48269 1.15230
P 2.25649 2.64857 2.53555
O 1.95596 4.09413 2.68456
O 2.17746 1.93372 3.98996
O 3.79322 2.49943 2.06537
B -1.87696 4.19360 -0.54809
O -2.95901 4.57503 0.26040
C -1.88121 4.89501 -1.97126
C -1.64380 6.42735 -1.84344
O -1.50058 2.58752 1.58653
C -2.16722 1.38597 1.57168
C -3.48455 1.43918 2.33313
C -4.13761 0.06349 2.40320
C -5.44769 -0.01845 3.22965
C -6.18318 1.28398 3.36548
C -5.90327 2.15028 4.41212
C -6.54525 3.36951 4.50764
C -7.47740 3.73085 3.55620
C -7.77988 2.86915 2.52034
C -7.13672 1.65009 2.42933
H -5.31800 2.35344 -1.49428
H -2.14193 -0.14564 0.02475
H 0.03765 4.05743 0.89281
H 1.72537 3.19390 -0.69218
H 0.64566 4.11561 -1.70041
H 0.89539 1.04469 -1.74913
H 1.90163 2.11239 -2.69025
H 0.09025 2.90204 -4.02769
H -1.11805 2.20514 -2.93362
H 0.52860 0.59716 2.07148
H 1.97928 2.65071 4.60628
H 4.29716 3.16156 2.55570
H -2.86835 5.46366 0.61172
H -2.86297 4.75015 -2.42840
H -1.15536 4.49877 -2.67464
H -1.21599 6.70842 -0.88004
H -0.94131 6.77622 -2.60028
H -2.56273 6.99057 -1.99251
H -1.59485 0.56141 2.03560
H -3.24127 1.76771 3.34625
H -4.12489 2.18835 1.86930
H -4.34499 -0.29619 1.39584
H -3.40592 -0.62183 2.83633
H -6.09797 -0.73543 2.72669
H -5.23855 -0.44067 4.21218
H -5.15644 1.84704 5.13309
H -6.29782 4.03447 5.32223
H -7.96480 4.69249 3.62777
H -8.50763 3.15818 1.77535
H -7.36590 0.97277 1.61722
C 10.79835 -2.85239 -0.75439
C 11.35286 -2.73326 0.51585
C 10.57469 -2.29942 1.57494
C 9.23971 -1.97446 1.36821
C 8.68836 -2.07888 0.09204
C 9.47007 -2.52586 -0.96574
C 7.26390 -1.70257 -0.16615
O 6.79536 -1.80871 -1.27981
C 6.46112 -1.19737 0.97881
C 5.14770 -0.79402 0.76028
C 4.38197 -0.32512 1.81328
C 4.91813 -0.27764 3.09639
C 6.22373 -0.67469 3.32202
C 7.00638 -1.12901 2.26546
C 8.41272 -1.52356 2.52867
O 8.89207 -1.48480 3.64461
H 11.40628 -3.19792 -1.58044
H 12.39395 -2.98086 0.67779
H 10.99087 -2.20718 2.56844
H 9.02675 -2.60982 -1.94821
H 4.73459 -0.84196 -0.23771
H 3.36470 -0.01234 1.62601
H 4.30879 0.08039 3.91615
H 6.65108 -0.63444 4.31448
C -1.35200 -8.31384 -2.65260
C -1.03672 -7.79261 -1.40192
C -1.21388 -6.44408 -1.14631
C -1.69943 -5.60742 -2.14313
C -2.00062 -6.12681 -3.40217
C -1.83229 -7.48365 -3.65010
C -2.49105 -5.24377 -4.50149
O -2.76260 -5.70493 -5.59169
C -2.62828 -3.79073 -4.21559
C -3.03566 -2.93847 -5.23315
C -3.17419 -1.58389 -4.98306
C -2.91643 -1.07038 -3.71773
C -2.51577 -1.91675 -2.69596
C -2.36058 -3.27341 -2.94424
C -1.89791 -4.15768 -1.83864
O -1.68833 -3.72709 -0.72582
H -1.21832 -9.36980 -2.84831
H -0.65220 -8.44158 -0.62602
H -0.97684 -6.02622 -0.17781
H -2.07714 -7.87479 -4.62774
H -3.23466 -3.34404 -6.21525
H -3.47965 -0.91919 -5.78053
H -3.02617 -0.01217 -3.52129
H -2.32083 -1.51705 -1.71131
```

The value obtained for the HOMO-LUMO gap is 5.1 eV. As for the charge: -1.